Here is C32H59AsBBaCl2N6O2Si2 as an isolated structure from the Open Molecules 2025 dataset. Energies are from ωB97M-V/def2-TZVPD.

- Energy relative to the best compared isomer or geometry (same formula, charge and spin): 439.96 kJ/mol
- LUMO level: 0.0793 hartree
- Charge: -1
- E: -150191.0856 eV

Element x y z (Å)
Ba  0.306  -0.032  -0.107
C  3.752  -2.722  -1.608
C  2.569  -1.976  -2.141
C  2.364  -1.514  -3.421
C  1.116  -0.835  -3.389
N  0.606  -0.906  -2.182
N  1.504  -1.578  -1.405
B  1.178  -2.114  0.068
N  1.572  -1.409  1.439
N  0.848  -0.431  2.060
C  1.402  -0.223  3.236
C  2.479  -1.119  3.414
C  2.551  -1.864  2.257
C  3.539  -2.959  2.004
C  0.916  0.839  4.188
C  0.247  1.969  3.421
C  2.111  1.413  4.957
C  -0.070  0.215  5.183
N  -0.351  -2.511  0.062
N  -1.452  -1.659  0.064
C  -2.510  -2.430  -0.063
C  -2.133  -3.790  -0.137
C  -0.769  -3.800  -0.061
C  0.131  -4.994  -0.158
C  -3.944  -1.939  -0.128
C  -4.624  -2.265  1.211
C  -4.666  -2.675  -1.261
C  -4.022  -0.443  -0.378
C  0.527  0.095  -4.418
C  0.985  -0.302  -5.819
C  -1.000  0.101  -4.337
C  1.060  1.498  -4.098
H  4.490  -2.820  -2.402
H  4.204  -2.187  -0.771
H  3.477  -3.720  -1.261
H  3.036  -1.642  -4.254
H  1.749  -3.144  0.118
H  3.148  -1.205  4.257
H  3.908  -3.305  2.968
H  3.111  -3.805  1.472
H  4.382  -2.568  1.434
H  0.975  2.503  2.804
H  -0.514  1.597  2.746
H  -0.211  2.681  4.113
H  2.865  1.799  4.268
H  1.776  2.234  5.597
H  2.584  0.659  5.592
H  -0.970  -0.131  4.669
H  0.382  -0.638  5.696
H  -0.365  0.953  5.935
H  -2.769  -4.655  -0.244
H  -0.488  -5.881  -0.284
H  0.805  -4.919  -1.011
H  0.744  -5.120  0.734
H  -4.569  -3.335  1.432
H  -4.143  -1.721  2.028
H  -5.678  -1.973  1.177
H  -4.701  -3.753  -1.089
H  -5.694  -2.311  -1.340
H  -4.164  -2.498  -2.215
H  -3.422  0.109  0.335
H  -3.632  -0.178  -1.363
H  -5.059  -0.102  -0.304
H  0.699  -1.330  -6.054
H  0.531  0.362  -6.559
H  2.069  -0.217  -5.918
H  -1.407  -0.884  -4.582
H  -1.341  0.372  -3.339
H  -1.405  0.830  -5.044
H  2.153  1.500  -4.096
H  0.713  2.217  -4.846
H  0.716  1.828  -3.119
Cl  4.944  2.882  0.977
C  4.407  1.871  -0.404
Cl  5.730  1.710  -1.599
C  3.939  0.476  0.089
O  4.756  -0.240  0.659
O  2.715  0.264  -0.168
H  3.601  2.404  -0.888
C  -0.285  5.480  -0.472
Si  -1.494  4.252  -1.167
C  -1.093  4.061  -2.992
C  -3.098  5.177  -1.294
As  -1.364  2.164  -0.314
Si  -2.778  2.688  1.382
C  -2.327  4.235  2.297
C  -4.528  2.877  0.713
C  -2.941  1.299  2.656
H  0.271  5.965  -1.283
H  0.443  4.987  0.178
H  -0.790  6.252  0.119
H  -1.560  4.844  -3.601
H  -1.461  3.091  -3.331
H  -0.014  4.073  -3.177
H  -2.895  6.089  -1.870
H  -3.540  5.462  -0.335
H  -3.847  4.585  -1.831
H  -2.688  5.126  1.773
H  -1.238  4.322  2.353
H  -2.727  4.236  3.318
H  -4.519  2.670  -0.356
H  -4.937  3.884  0.852
H  -5.207  2.159  1.186
H  -2.454  1.553  3.601
H  -2.477  0.372  2.299
H  -3.997  1.090  2.857